1.
Density functional theory data (wB97M-V/def2-TZVPD) for a 2-piece molecular cluster, C2H3OPS overall in a non-equilibrium geometry.

The calculation puts the HOMO energy (alpha / beta) at -9.37 / -9.37 eV. For the relative energy (zero: lowest compared OMol25 entry of this formula, charge and spin), the calculation gives 3.468 eV. The value obtained for the total energy is -892.63618 Ha. As for the HOMO-LUMO gap (alpha / beta): 8.035 / 8.036 eV.

Last column: natural (NBO) charge in e.
Cartesian coordinates (Å):
C1 1.835 0.349 0.208  -0.21
C2 1.393 0.439 -0.898  -0.23
O1 -2.158 1.066 1.484  -0.87
P1 -2.109 -1.187 -0.400  0.09
S1 -1.216 0.071 0.898  0.82
H1 2.150 0.290 1.213  0.23
H2 1.085 0.805 -1.775  0.22
H3 -0.980 -1.833 -0.730  -0.04

Forces on atoms 1 to 6 (eV/Å):
C 0.0 -0.1 -0.1
C 1.3 -0.3 2.6
O 0.5 -0.8 -0.5
P -1.8 1.5 0.9
S -1.0 -0.1 -0.1
H 0.2 -0.2 0.3


2.
Density functional theory data (wB97M-V/def2-TZVPD) for C31H39N2O2OsS5 as an isolated structure.

The spin multiplicity is 5. The calculation puts the HOMO energy (alpha / beta) at -3.43 / -4.69 eV. For the relative energy (zero: lowest compared OMol25 entry of this formula, charge and spin), the calculation gives 0.514 eV. Its net charge is -1. The value obtained for the total energy is -3546.26065 Ha. As for the HOMO-LUMO gap (alpha / beta): 5.703 / 6.937 eV.

Last column: Mulliken spin population.
Cartesian coordinates (Å):
Os1 -0.243 -1.598 0.618  3.42
C1 2.966 -2.853 -0.806  -0.03
C2 4.096 -2.267 0.036  0.01
C3 3.802 -2.362 1.535  -0.01
C4 4.518 -0.892 -0.469  -0.02
C5 5.752 -0.830 -1.105  0.00
C6 6.251 0.350 -1.626  0.00
C7 5.481 1.490 -1.499  0.00
C8 4.234 1.483 -0.876  0.00
C9 3.553 2.839 -0.777  0.01
C10 2.362 3.012 -1.721  -0.01
C11 3.231 3.202 0.670  0.00
C12 3.720 0.275 -0.340  -0.01
N1 2.571 0.160 0.466  0.06
C13 0.173 1.531 0.871  0.04
C14 -1.298 1.328 0.659  -0.05
N2 -1.804 0.312 0.079  0.10
C15 -3.201 0.348 -0.208  0.00
C16 -4.022 -0.736 0.143  -0.02
C17 -5.388 -0.632 -0.088  0.00
C18 -5.936 0.489 -0.687  0.01
C19 -5.101 1.506 -1.110  0.00
C20 -3.726 1.454 -0.901  0.00
C21 -2.875 2.548 -1.530  0.00
C22 -3.157 3.923 -0.922  0.00
C23 -3.071 2.576 -3.048  0.00
C24 -3.489 -2.022 0.739  -0.10
C25 -3.994 -2.265 2.159  0.01
C26 -3.761 -3.215 -0.173  -0.01
H1 2.790 -3.900 -0.544  0.00
H2 3.211 -2.804 -1.869  0.00
H3 2.026 -2.324 -0.657  0.05
H4 4.966 -2.910 -0.144  0.00
H5 2.885 -1.838 1.804  0.01
H6 4.609 -1.913 2.117  0.00
H7 3.708 -3.410 1.831  0.00
H8 6.337 -1.741 -1.182  0.00
H9 7.220 0.382 -2.106  0.00
H10 5.856 2.431 -1.886  0.00
H11 4.297 3.561 -1.128  0.00
H12 1.538 2.348 -1.479  0.02
H13 2.655 2.790 -2.748  0.00
H14 2.000 4.044 -1.685  0.00
H15 2.627 2.425 1.135  0.00
H16 2.703 4.158 0.729  0.00
H17 4.147 3.286 1.257  0.00
H18 0.411 2.521 0.464  0.00
H19 -1.943 2.128 1.038  0.02
H20 -6.032 -1.451 0.207  0.00
H21 -7.004 0.556 -0.850  0.00
H22 -5.522 2.358 -1.630  0.00
H23 -1.821 2.324 -1.364  0.00
H24 -4.192 4.224 -1.097  0.00
H25 -2.509 4.679 -1.369  0.00
H26 -2.992 3.928 0.156  0.00
H27 -4.081 2.893 -3.313  0.00
H28 -2.902 1.590 -3.481  0.00
H29 -2.370 3.275 -3.506  0.00
H30 -2.402 -1.912 0.832  0.10
H31 -5.071 -2.453 2.166  0.00
H32 -3.787 -1.410 2.802  0.00
H33 -3.490 -3.134 2.584  0.00
H34 -4.836 -3.378 -0.287  0.00
H35 -3.326 -4.117 0.260  0.00
H36 -3.322 -3.068 -1.160  0.00
S1 1.125 3.715 5.941  0.00
C27 0.889 2.654 4.697  0.00
S2 0.806 3.115 3.048  0.00
C28 0.450 1.549 2.351  0.02
C29 0.316 0.530 3.231  -0.01
S3 -0.228 -1.106 3.017  0.19
S4 0.622 0.966 4.900  0.01
S5 1.095 0.277 -0.156  0.21
C30 -0.458 -5.645 -0.585  -0.01
C31 -0.455 -4.178 -0.239  -0.07
O1 -0.429 -3.845 0.989  0.00
O2 -0.452 -3.323 -1.151  0.04
H37 -0.853 -6.237 0.237  0.00
H38 0.572 -5.953 -0.769  0.00
H39 -1.028 -5.815 -1.496  0.00

Forces on atoms 1 to 6 (eV/Å):
Os 0.5 0.1 -0.1
C 0.0 -0.1 0.0
C 0.0 0.0 0.0
C -0.1 0.1 0.1
C 0.0 -0.1 0.0
C 0.0 0.0 0.0


3.
Density functional theory data (wB97M-V/def2-TZVPD) for a 2-piece molecular cluster, C2H5O2 overall in a non-equilibrium geometry.

The calculation puts the HOMO energy at -2.12 eV. For the relative energy (zero: lowest compared OMol25 entry of this formula, charge and spin), the calculation gives 4.285 eV. Its net charge is -1. The value obtained for the total energy is -229.56764 Ha. As for the HOMO-LUMO gap: 5.620 eV.

Last column: natural (NBO) charge in e.
Cartesian coordinates (Å):
O1 0.855 -2.697 -1.633  -1.34
H1 0.365 -1.877 -1.692  0.37
C1 -0.481 0.066 -0.187  -0.63
C2 -0.109 1.220 0.389  0.18
O2 0.194 1.447 1.722  -0.70
H2 0.228 -0.254 -0.948  0.27
H3 -1.082 -0.757 0.186  0.22
H4 -0.050 2.247 0.007  0.16
H5 0.080 0.604 2.155  0.47

Forces on atoms 1 to 6 (eV/Å):
O 0.2 -0.1 0.1
H -0.2 0.1 -0.2
C 0.6 0.1 -0.1
C 0.1 0.8 1.3
O -1.6 0.0 0.0
H -1.0 0.4 -1.4


4.
Density functional theory data (wB97M-V/def2-TZVPD) for one molecule with the formula CH5BS in a non-equilibrium geometry.

The calculation puts the HOMO energy (alpha / beta) at -7.49 / -7.49 eV. For the relative energy (zero: lowest compared OMol25 entry of this formula, charge and spin), the calculation gives 4.435 eV. The value obtained for the total energy is -463.97163 Ha. As for the HOMO-LUMO gap (alpha / beta): 6.837 / 6.837 eV.

Last column: natural (NBO) charge in e.
Cartesian coordinates (Å):
B1 1.476 -0.097 0.029  0.11
C1 -1.463 0.554 0.003  -0.93
S1 -0.213 -0.698 0.004  0.35
H1 2.383 -0.279 -0.810  -0.02
H2 1.916 0.406 0.966  -0.04
H3 -1.241 1.346 0.719  0.20
H4 -2.326 -0.009 0.437  0.18
H5 -0.533 -1.223 -1.348  0.16

Forces on atoms 1 to 6 (eV/Å):
B 1.4 -0.6 -1.5
C -1.1 -0.4 0.8
S -0.5 -0.4 -2.5
H -1.4 -0.2 0.5
H -0.4 0.5 1.0
H 0.4 0.1 -0.1


5.
Density functional theory data (wB97M-V/def2-TZVPD) for one molecule with the formula C4H6N2O2 in a non-equilibrium geometry.

The calculation puts the HOMO energy at -10.47 eV. For the relative energy (zero: lowest compared OMol25 entry of this formula, charge and spin), the calculation gives 2.280 eV. The value obtained for the total energy is -415.95683 Ha. The SMILES is C[C@H](O)c1ncon1. As for the HOMO-LUMO gap: 11.340 eV.

Last column: natural (NBO) charge in e.
Cartesian coordinates (Å):
C1 -1.239 -0.357 -0.189  -0.60
C2 -0.112 0.681 0.323  0.09
O1 -0.423 1.955 -0.195  -0.71
C3 1.380 0.387 0.111  0.28
N1 1.676 -0.947 -0.072  -0.49
C4 2.950 -0.938 -0.244  0.35
O2 3.471 0.285 -0.177  -0.27
N2 2.428 1.145 0.050  -0.16
H1 -1.026 -1.342 0.192  0.23
H2 -1.271 -0.336 -1.271  0.22
H3 -2.166 0.039 0.207  0.22
H4 -0.214 0.709 1.427  0.17
H5 0.336 2.535 -0.064  0.48
H6 3.569 -1.794 -0.428  0.21

Forces on atoms 1 to 6 (eV/Å):
C 2.1 1.7 0.5
C -0.3 0.1 0.6
O -0.2 0.2 -0.2
C -1.2 -2.0 -0.7
N 0.3 -0.5 0.0
C -0.7 0.3 0.2


6.
Density functional theory data (wB97M-V/def2-TZVPD) for one molecule with the formula H3NP2S in a non-equilibrium geometry.

The calculation puts the HOMO energy at -8.49 eV. For the relative energy (zero: lowest compared OMol25 entry of this formula, charge and spin), the calculation gives 1.823 eV. The value obtained for the total energy is -1137.38988 Ha. The SMILES is PNP=S. As for the HOMO-LUMO gap: 6.740 eV.

Last column: natural (NBO) charge in e.
Cartesian coordinates (Å):
P1 -1.521 -0.179 0.220  0.55
N1 -0.332 -0.058 -0.943  -1.21
P2 1.362 0.970 -0.163  0.75
S1 2.646 -0.321 0.503  -0.35
H1 -0.724 -0.853 1.265  -0.08
H2 -1.471 1.258 0.525  -0.05
H3 0.040 -0.816 -1.406  0.38

Forces on atoms 1 to 6 (eV/Å):
P 0.0 -0.2 0.5
N 2.6 4.0 1.1
P -1.6 -2.5 -0.5
S -1.1 1.0 -0.7
H -0.7 1.0 0.1
H 0.1 -1.0 0.5